Density functional theory data (ωB97M-V/def2-TZVPD) for a gas-phase ion, C2H7N4O (charge +1) in a non-equilibrium geometry.

E_LUMO ... -5.95 eV
Gap between HOMO and LUMO ... 9.130 eV
SMILES string ... NC/N=[NH+]/C(N)=O
Energy relative to the best compared isomer or geometry (same formula, charge and spin) ... 2.988 eV

The geometry in ORCA input format:
```
! wB97M-V def2-TZVPD RIJCOSX def2/J DEFGRID3
* xyz 1 1
N -2.411 -0.955 -0.147
C -1.741 0.274 0.318
N -0.297 0.600 0.305
N 0.525 -0.237 0.016
C 2.122 -0.127 -0.052
N 2.456 1.158 -0.142
O 2.613 -1.226 0.064
H -1.865 -1.339 -0.929
H -2.474 -1.804 0.347
H -2.071 1.009 -0.400
H -2.219 0.528 1.196
H 0.264 -1.293 -0.064
H 1.752 1.856 -0.012
H 3.347 1.556 -0.499
*
```